A cluster of 2 separate species, C4H12N3 in total. Source: the Open Molecules 2025 dataset; level of theory: ωB97M-V/def2-TZVPD.

The geometry in XYZ format:
```
19
Properties=species:S:1:pos:R:3
C -1.48860 -0.59987 0.74842
C -0.92711 -1.58593 0.02752
N 0.33604 -1.59824 -0.42657
N -2.91745 -0.73376 1.11817
H -1.02702 0.28576 1.15011
H -1.50688 -2.48385 -0.17501
H 0.57360 -2.33898 -1.06364
H 0.83189 -0.70947 -0.54827
H -3.48767 0.01828 0.72586
H -3.06594 -0.72481 2.13140
H -3.29548 -1.61660 0.77065
C 0.96618 2.17482 -1.06051
C 2.74179 1.21443 0.09531
N 1.72183 1.01176 -0.61669
H 0.92305 2.17614 -2.14841
H 1.40203 3.11892 -0.72459
H -0.05553 2.10052 -0.68856
H 3.33165 0.37178 0.44896
H 3.08854 2.21230 0.37428
```

Output
Frontier orbital gap = 9.255 eV
E_tot = -323.5880 a.u.
Highest occupied orbital energy = -0.46529 hartree
LUMO energy = -3.4 eV
Relative energy (zero: lowest compared OMol25 entry of this formula, charge and spin) = 237.07 kJ/mol
Charge = +1

Partial atomic charges computed with the natural (NBO) method, in multiples of e: -0.267, 0.077, -0.771, -0.660, 0.231, 0.198, 0.404, 0.439, 0.435, 0.435, 0.439, -0.439, -0.018, -0.452, 0.221, 0.190, 0.193, 0.184, 0.160

The ion C4H12N3 with charge +2 in a non-equilibrium geometry. Source: the Open Molecules 2025 dataset; level of theory: ωB97M-V/def2-TZVPD.

The geometry in XYZ format:
```
19
Properties=species:S:1:pos:R:3
C 0.51162 -1.86881 0.15496
C -0.32502 -0.68702 0.75194
C -0.06231 0.62361 0.00107
C -1.09713 1.22134 -0.59383
N -0.81368 2.53626 -1.24104
N 1.24130 1.05813 0.10025
N 0.56180 -2.94789 1.07182
H 1.49916 -1.36671 0.22099
H 0.43004 -2.19096 -0.87947
H -0.02854 -0.46467 1.78172
H -1.36799 -0.97106 0.77803
H -2.13495 0.93668 -0.59352
H -1.19024 3.36771 -0.76793
H 0.18629 2.66657 -1.38959
H -1.18378 2.57773 -2.20022
H 1.81427 0.58279 0.77661
H 1.69673 1.38071 -0.74020
H 0.07334 -3.79943 0.78669
H 0.18908 -2.65499 1.98172
```

Output
Frontier orbital gap (alpha / beta) = 10.932 / 5.523 eV
E_tot = -323.1515 a.u.
Highest occupied orbital energy (alpha / beta) = -0.64615 / -0.64203 hartree
Multiplicity = 2
LUMO energy (alpha / beta) = -6.7 / -11.9 eV
Relative energy (zero: lowest compared OMol25 entry of this formula, charge and spin) = 173.83 kJ/mol
Charge = +2

Partial atomic charges computed with the natural (NBO) method, in multiples of e: -0.283, -0.427, 0.213, -0.127, -0.683, -0.800, -0.294, 0.296, 0.282, 0.251, 0.263, 0.266, 0.466, 0.442, 0.461, 0.415, 0.413, 0.433, 0.413